Formula: C20H58O16
Source: the OMol25 dataset
Level of theory: ωB97M-V/def2-TZVPD

- Highest occupied orbital energy: -0.30965 hartree
- HOMO-LUMO gap: 8.64 eV
- Relative energy (zero: lowest compared OMol25 entry of this formula, charge and spin): 2331.8 kJ/mol

Structure (XYZ):
```
94
Properties=species:S:1:pos:R:3:mulliken_charge:R:1
H 9.660 -36.934 32.327 0.2051
H 6.112 -30.846 35.728 0.0585
H 11.191 -37.760 31.918 0.4308
O 10.860 -34.453 38.792 -0.6158
H 6.874 -36.182 36.242 0.7113
H 9.944 -35.981 36.311 -1.5732
H 10.133 -32.077 36.139 0.0181
H 11.517 -35.251 34.628 0.2925
O 5.862 -33.078 34.565 -0.6007
H 8.941 -37.361 38.295 0.4151
C 10.527 -37.721 32.656 -0.7453
C 11.127 -37.118 34.014 -0.2668
C 12.283 -34.531 38.723 0.7378
H 8.115 -29.501 32.280 0.1667
C 12.828 -35.006 40.075 -1.9652
C 10.251 -31.350 39.187 -1.6748
H 12.487 -35.852 40.284 0.5833
H 13.949 -34.775 40.238 0.2201
H 4.750 -35.746 34.562 0.2727
H 13.653 -32.827 36.844 0.1925
C 7.564 -29.150 35.912 -0.5034
H 12.645 -32.687 33.483 0.1524
C 7.382 -27.289 30.853 -1.2623
H 7.708 -28.162 36.411 0.3922
H 13.037 -30.538 32.442 0.2924
H 14.336 -32.524 33.670 0.4141
H 8.286 -34.517 37.712 0.5981
C 12.611 -35.459 37.476 -0.1487
C 6.372 -29.905 36.471 0.1877
H 12.498 -33.600 38.596 0.2457
H 9.989 -30.987 39.954 1.2794
C 11.602 -32.152 39.495 -0.4278
C 9.000 -28.822 32.211 -0.8600
H 9.143 -33.955 34.038 0.8427
H 11.332 -39.290 33.058 0.3435
H 6.637 -32.804 34.255 0.3866
O 7.697 -27.051 33.173 -0.4977
C 8.024 -35.297 37.120 -1.3014
C 9.890 -33.119 35.880 -0.7933
H 7.073 -35.763 37.513 0.6768
C 13.347 -31.703 35.293 0.1380
H 13.693 -35.190 37.202 0.3044
C 9.221 -36.429 36.907 1.0792
H 7.437 -26.038 33.271 0.2987
O 7.587 -35.067 35.791 0.3547
O 5.298 -29.030 36.598 -0.5463
H 12.071 -32.823 38.575 0.5757
O 11.664 -35.913 33.805 -0.6753
H 8.848 -37.426 36.427 0.6583
C 13.466 -31.996 33.836 -0.4881
H 12.504 -34.285 40.714 0.6276
H 6.472 -30.262 37.601 0.1657
H 12.166 -35.026 36.717 -0.7455
H 10.321 -35.322 38.830 0.3002
H 12.376 -31.482 39.712 0.5242
O 10.306 -39.068 33.021 -0.5243
H 11.505 -33.896 40.197 0.5506
O 13.462 -30.628 33.241 -0.5555
H 12.340 -36.539 37.617 0.3636
H 7.776 -27.504 29.852 0.3725
H 7.978 -34.245 35.605 -1.1044
H 5.204 -33.640 36.328 0.2545
H 14.288 -31.004 35.670 0.3766
H 9.501 -31.882 38.832 0.3651
H 7.110 -26.221 30.537 0.3648
H 8.664 -31.094 34.574 0.1542
H 10.490 -32.488 33.884 -0.1936
C 8.401 -27.370 31.994 0.4861
O 9.720 -36.910 38.138 -0.5730
H 11.687 -33.783 36.020 -0.2389
H 10.261 -37.047 34.585 0.1694
H 6.918 -33.923 36.131 0.0176
O 8.719 -29.923 35.980 -0.3931
H 8.978 -29.763 36.870 0.0825
H 9.161 -26.644 31.735 0.2022
H 11.709 -37.803 34.417 0.5262
C 5.831 -35.482 34.947 -0.7103
O 10.855 -34.205 36.090 1.7274
H 12.336 -31.279 35.490 -0.0632
O 6.071 -36.321 36.059 -0.7192
H 5.162 -28.648 35.786 0.3271
C 6.019 -34.029 35.609 0.8263
H 6.318 -27.799 31.018 0.2322
O 8.445 -32.128 34.208 -0.4930
H 7.422 -28.973 34.857 0.1425
H 11.359 -30.004 38.335 0.2695
H 9.096 -33.540 36.538 -0.4459
H 9.549 -29.346 31.373 0.4066
O 13.478 -32.908 35.962 -0.5587
H 6.500 -35.653 34.216 0.3295
O 10.604 -30.421 38.168 -0.5446
H 9.625 -28.952 33.169 0.1668
O 11.092 -33.141 40.433 -0.7681
C 9.546 -33.023 34.355 -0.2789
```